C76H161Br4N12O as an isolated structure in a non-equilibrium geometry. Source: the Open Molecules 2025 dataset; level of theory: ωB97M-V/def2-TZVPD.

Last column: Löwdin charge in e.
Element x y z (Å)
C: -5.535 -4.601 -0.035  0.018
C: -6.401 -4.612 -1.224  -0.437
O: -7.128 -3.724 -1.600  0.142
N: -6.542 -5.918 -1.897  0.000
H: -7.298 -5.831 -2.514  0.141
H: -5.671 -5.848 -2.476  -0.168
C: -6.416 -7.268 -1.151  0.026
H: -5.147 -3.605 0.067  0.093
H: -4.794 -5.353 0.063  0.071
H: -6.200 -4.747 0.875  0.141
H: -6.594 -8.051 -1.828  0.081
H: -7.093 -7.201 -0.262  0.120
H: -5.407 -7.279 -0.739  0.075
C: 1.081 5.829 1.342  -0.065
C: 1.003 4.659 2.407  -0.248
C: 0.869 5.099 3.790  -0.196
C: 2.295 5.040 4.399  -0.131
N: 2.400 5.662 5.739  -0.253
C: 1.508 5.007 6.690  -0.147
C: 1.307 5.966 7.855  -0.104
C: 1.848 7.308 7.317  -0.133
C: 1.987 7.141 5.797  -0.034
C: 3.790 5.481 6.210  -0.130
C: 4.783 6.064 5.203  -0.209
C: 6.220 6.128 5.868  -0.080
H: 0.147 6.191 1.042  0.043
H: 1.615 5.586 0.406  0.078
H: 1.705 6.621 1.768  0.074
H: 1.946 4.184 2.254  0.091
H: 0.157 4.006 2.176  0.114
H: 0.229 4.408 4.356  0.118
H: 0.531 6.107 3.824  0.093
H: 3.012 5.622 3.817  0.123
H: 2.565 3.996 4.515  0.052
H: 1.862 4.039 6.932  0.042
H: 0.556 4.974 6.191  0.117
H: 1.821 5.622 8.734  0.096
H: 0.242 6.116 8.086  0.129
H: 2.748 7.701 7.803  0.123
H: 1.234 8.158 7.525  0.111
H: 2.720 7.737 5.320  0.112
H: 1.047 7.250 5.226  0.135
H: 3.966 4.383 6.260  0.137
H: 3.898 5.963 7.192  0.141
H: 4.532 7.098 4.907  0.110
H: 4.986 5.462 4.273  0.126
H: 7.037 6.241 5.176  0.066
H: 6.494 5.192 6.365  0.074
H: 6.265 7.017 6.529  0.088
C: 8.978 0.254 -1.667  -0.079
C: 7.522 0.547 -2.084  -0.288
C: 6.702 -0.526 -2.639  -0.232
C: 7.186 -0.830 -4.044  -0.102
N: 6.497 -1.989 -4.796  -0.205
C: 6.757 -3.304 -4.088  -0.091
C: 5.408 -3.666 -3.427  -0.131
C: 4.479 -3.304 -4.593  -0.160
C: 5.003 -1.920 -5.030  -0.122
C: 7.161 -1.951 -6.136  -0.170
C: 8.620 -2.293 -6.142  -0.261
C: 9.020 -2.972 -7.439  -0.092
H: 9.641 0.035 -2.467  0.056
H: 9.073 -0.522 -0.893  0.084
H: 9.336 1.176 -1.207  0.078
H: 7.508 1.462 -2.802  0.148
H: 6.928 1.001 -1.289  0.104
H: 5.606 -0.265 -2.604  0.089
H: 6.784 -1.516 -2.020  0.147
H: 8.274 -1.112 -4.002  0.137
H: 7.011 0.013 -4.714  0.143
H: 7.067 -4.038 -4.844  0.141
H: 7.619 -3.110 -3.411  0.139
H: 5.363 -4.710 -3.174  0.117
H: 5.251 -3.125 -2.489  0.097
H: 4.488 -4.056 -5.438  0.145
H: 3.517 -3.069 -4.121  0.053
H: 4.841 -1.721 -6.124  0.139
H: 4.470 -1.193 -4.428  0.053
H: 6.952 -1.027 -6.623  0.133
H: 6.727 -2.700 -6.801  0.135
H: 8.918 -2.906 -5.279  0.117
H: 9.251 -1.441 -6.044  0.106
H: 8.626 -2.479 -8.358  0.097
H: 8.826 -4.119 -7.434  0.118
H: 10.097 -2.898 -7.526  0.074
C: -4.400 3.191 -6.674  -0.090
C: -3.432 2.026 -6.846  -0.253
C: -2.135 2.177 -6.061  -0.180
C: -1.457 0.776 -5.933  -0.129
N: -0.134 0.820 -5.266  -0.215
C: 0.844 1.631 -6.066  -0.086
C: 2.180 0.839 -5.976  -0.138
C: 1.737 -0.599 -6.099  -0.163
C: 0.492 -0.608 -5.251  -0.103
C: -0.231 1.284 -3.845  -0.150
C: -1.049 0.449 -2.862  -0.220
C: -1.337 1.271 -1.599  -0.088
H: -3.851 4.123 -6.627  0.078
H: -5.033 3.138 -5.810  0.049
H: -5.063 3.180 -7.551  0.088
H: -3.249 1.968 -7.880  0.099
H: -3.926 1.121 -6.495  0.112
H: -2.323 2.598 -5.084  0.096
H: -1.478 2.985 -6.519  0.144
H: -1.210 0.541 -6.972  0.141
H: -2.194 0.107 -5.575  0.114
H: 1.032 2.674 -5.692  0.160
H: 0.496 1.619 -7.091  0.131
H: 2.639 1.003 -4.975  0.113
H: 2.895 1.192 -6.733  0.129
H: 2.399 -1.304 -5.585  0.089
H: 1.540 -0.930 -7.098  0.117
H: 0.856 -0.813 -4.258  0.003
H: -0.348 -1.338 -5.534  0.159
H: -0.669 2.313 -4.020  0.138
H: 0.729 1.387 -3.389  0.106
H: -0.505 -0.488 -2.568  0.093
H: -1.998 0.223 -3.359  0.104
H: -1.703 2.197 -1.894  0.043
H: -0.422 1.415 -0.982  0.088
H: -2.035 0.783 -0.904  0.065
C: -0.655 -5.190 -5.070  -0.129
C: -1.411 -5.192 -6.392  -0.253
C: -1.889 -6.629 -6.696  -0.200
C: -2.515 -6.768 -8.045  -0.151
N: -3.929 -7.195 -8.073  -0.202
C: -4.424 -7.430 -9.513  -0.053
C: -3.754 -8.750 -9.905  -0.147
C: -3.651 -9.597 -8.621  -0.090
C: -4.101 -8.591 -7.460  -0.046
C: -4.774 -6.034 -7.429  -0.094
C: -6.253 -6.323 -7.228  -0.222
C: -6.834 -5.322 -6.245  -0.105
H: -1.297 -5.686 -4.334  0.012
H: -0.635 -4.161 -4.679  0.059
H: 0.361 -5.670 -5.040  0.094
H: -0.764 -4.875 -7.236  0.115
H: -2.171 -4.434 -6.233  0.101
H: -2.631 -6.875 -5.972  0.028
H: -1.120 -7.412 -6.614  0.139
H: -1.904 -7.503 -8.620  0.151
H: -2.492 -5.831 -8.530  0.116
H: -5.439 -7.694 -9.357  0.117
H: -4.254 -6.589 -10.137  0.136
H: -4.327 -9.265 -10.652  0.118
H: -2.790 -8.617 -10.359  0.106
H: -4.411 -10.384 -8.691  0.122
H: -2.672 -10.018 -8.444  0.111
H: -5.132 -8.740 -7.355  0.088
H: -3.681 -8.708 -6.444  0.143
H: -4.534 -5.122 -8.013  0.150
H: -4.363 -5.884 -6.420  0.067
H: -6.269 -7.299 -6.715  0.114
H: -6.825 -6.376 -8.122  0.104
H: -7.915 -5.466 -5.965  0.101
H: -6.727 -4.280 -6.496  0.072
H: -6.313 -5.431 -5.294  0.014
C: 1.580 -2.900 11.950  -0.104
C: 3.094 -2.682 11.685  -0.263
C: 3.176 -1.516 10.721  -0.213
C: 4.612 -0.978 10.534  -0.099
N: 4.776 -0.148 9.268  -0.180
C: 4.595 -0.954 7.958  -0.103
C: 5.767 -0.539 7.132  -0.184
C: 6.883 -0.443 8.120  -0.159
C: 6.240 0.297 9.253  -0.110
C: 3.818 1.101 9.187  -0.125
C: 3.751 1.910 10.500  -0.216
C: 2.800 3.064 10.156  -0.107
H: 1.026 -2.975 10.992  0.080
H: 1.224 -2.043 12.487  0.062
H: 1.391 -3.805 12.579  0.093
H: 3.585 -3.593 11.290  0.118
H: 3.614 -2.445 12.652  0.131
H: 2.536 -0.765 11.175  0.101
H: 2.664 -1.862 9.751  0.145
H: 5.315 -1.801 10.280  0.148
H: 4.933 -0.382 11.359  0.122
H: 3.602 -0.694 7.509  0.100
H: 4.584 -2.000 8.240  0.129
H: 5.556 0.343 6.570  0.100
H: 5.952 -1.335 6.386  0.138
H: 7.804 0.043 7.724  0.143
H: 7.223 -1.473 8.438  0.147
H: 6.149 1.386 9.155  0.133
H: 6.852 0.096 10.124  0.137
H: 2.831 0.785 9.071  0.088
H: 4.132 1.706 8.374  0.092
H: 4.684 2.444 10.777  0.121
H: 3.463 1.330 11.408  0.118
H: 2.424 3.646 11.026  0.098
H: 1.976 2.707 9.529  0.073
H: 3.351 3.801 9.527  0.074
C: -5.646 2.232 -2.109  -0.075
C: -6.968 2.289 -1.309  -0.153
N: -7.614 3.611 -1.238  -0.044
C: -7.261 4.751 -0.590  0.005
C: -8.223 5.708 -0.846  -0.003
N: -9.121 5.139 -1.675  -0.098
C: -8.688 3.854 -1.900  -0.024
C: -10.316 5.788 -2.224  0.041
H: -5.315 1.198 -2.206  0.080
H: -4.904 2.826 -1.581  0.022
H: -5.733 2.672 -3.141  0.080
H: -6.656 2.115 -0.331  0.029
H: -7.740 1.591 -1.555  0.124
H: -6.244 4.743 -0.259  0.113
H: -8.379 6.749 -0.527  0.154
H: -9.320 3.192 -2.476  0.175
H: -10.750 6.360 -1.326  0.143
H: -10.948 5.034 -2.614  0.086
H: -9.964 6.418 -3.023  0.104
C: -4.620 6.084 2.123  -0.077
C: -5.091 6.142 3.553  -0.151
N: -6.181 5.160 3.897  -0.028
C: -7.405 5.497 4.540  0.002
C: -8.060 4.352 4.719  -0.031
N: -7.245 3.337 4.247  -0.078
C: -6.112 3.851 3.773  -0.082
C: -7.628 1.889 4.384  0.033
H: -5.454 6.393 1.497  0.071
H: -4.352 5.081 1.848  -0.017
H: -3.779 6.743 2.056  0.081
H: -5.447 7.143 3.867  0.135
H: -4.267 5.904 4.223  0.122
H: -7.663 6.486 4.942  0.147
H: -9.000 4.247 5.223  0.139
H: -5.406 3.288 3.118  -0.036
H: -8.715 1.735 4.540  0.109
H: -6.975 1.485 5.182  0.106
H: -7.348 1.378 3.441  0.093
C: 4.081 -1.009 1.491  -0.077
C: 2.914 -0.075 1.314  -0.206
N: 1.648 -0.651 1.822  -0.024
C: 0.940 -1.675 1.168  -0.008
C: -0.190 -1.895 1.914  -0.003
N: -0.190 -0.944 2.948  -0.099
C: 0.908 -0.205 2.841  -0.045
C: -1.135 -0.889 4.032  0.001
H: 4.059 -1.318 2.567  0.092
H: 5.048 -0.555 1.210  0.087
H: 4.055 -1.969 0.996  0.064
H: 2.762 0.126 0.244  0.021
H: 3.061 0.911 1.756  0.124
H: 1.331 -2.187 0.283  0.088
H: -1.009 -2.620 1.668  0.148
H: 1.126 0.615 3.469  0.026
H: -2.155 -0.599 3.616  0.123
H: -0.921 0.015 4.580  0.080
H: -1.093 -1.787 4.650  0.109
Br: 2.577 -1.037 -2.214  -0.127
Br: -4.050 -6.243 -3.480  0.013
Br: 2.252 1.517 5.740  -0.266
Br: -4.298 2.326 1.337  -0.263

## Properties
* spin multiplicity: 1
* Kohn-Sham gap: 8.5 eV
* net charge: +5
* E_LUMO: -0.254 hartree